No. 1
{"formula": "C20H18BaN2O8", "method": "ωB97M-V with the def2-TZVPD basis set", "symbols": ["Ba", "C", "C", "C", "O", "C", "C", "C", "O", "O", "O", "H", "H", "C", "C", "C", "O", "C", "C", "C", "O", "O", "O", "H", "H", "C", "C", "C", "C", "N", "H", "H", "H", "H", "H", "H", "H", "C", "C", "C", "C", "N", "H", "H", "H", "H", "H", "H", "H"], "positions_angstrom": [[18.970, 6.215, -6.473], [22.322, 2.853, -5.893], [21.162, 3.583, -5.868], [20.207, 3.433, -4.666], [19.211, 4.225, -4.576], [20.480, 2.473, -3.720], [21.644, 1.641, -3.763], [22.675, 1.922, -4.875], [23.747, 1.341, -4.815], [21.871, 0.753, -2.951], [20.862, 4.434, -6.768], [23.019, 3.096, -6.685], [19.761, 2.332, -2.920], [19.034, 5.804, -11.210], [18.799, 5.723, -9.861], [17.771, 4.687, -9.348], [17.483, 4.670, -8.104], [17.181, 3.839, -10.252], [17.363, 3.928, -11.666], [18.334, 5.015, -12.177], [18.466, 5.153, -13.386], [16.777, 3.229, -12.482], [19.375, 6.465, -8.992], [19.732, 6.551, -11.568], [16.480, 3.107, -9.864], [16.325, 6.210, -0.353], [17.830, 6.134, -0.619], [18.180, 5.553, -2.002], [18.606, 6.567, -2.950], [19.038, 7.272, -3.742], [16.038, 7.111, 0.187], [15.987, 5.336, 0.206], [15.760, 6.207, -1.289], [18.293, 5.499, 0.138], [18.273, 7.119, -0.469], [17.336, 5.021, -2.435], [19.025, 4.867, -1.933], [15.419, 2.407, -6.725], [14.628, 3.560, -7.318], [14.278, 4.637, -6.288], [15.482, 5.213, -5.688], [16.458, 5.567, -5.201], [16.324, 2.719, -6.212], [15.731, 1.739, -7.531], [14.767, 1.803, -6.085], [13.687, 3.149, -7.705], [15.128, 3.996, -8.181], [13.709, 4.218, -5.452], [13.684, 5.447, -6.716]], "mulliken_charge": [1.8102, -0.7123, 0.4669, -0.0160, -0.4661, -0.7140, 0.4617, 0.4252, -0.7011, -0.7170, -0.8082, 0.4095, 0.3910, -0.8598, 0.6480, 0.2089, -0.5392, -0.5899, 0.3629, 0.4054, -0.7029, -0.7168, -0.9060, 0.3841, 0.4084, -1.1423, -0.5527, 0.0305, 0.3670, -0.6671, 0.3062, 0.2997, 0.3492, 0.3386, 0.4163, 0.2589, 0.0900, -1.1337, -0.0685, -0.5004, 0.2905, -0.4879, 0.2314, 0.3052, 0.4039, 0.3542, -0.0477, 0.2904, 0.3356], "max_force_ev_per_a": 1.7, "charge": -2, "energy_ha": -1510.01145, "homo_ha": -0.0626, "spin_multiplicity": 1, "lumo_ev": 3.49, "relative_energy_kj_mol": 0.0}

---

No. 2
{"formula": "C20H18ClFN2O3S", "method": "ωB97M-V with the def2-TZVPD basis set", "symbols": ["N", "S", "O", "O", "C", "C", "C", "C", "N", "C", "C", "C", "C", "Cl", "C", "C", "C", "O", "C", "C", "C", "C", "C", "F", "C", "C", "C", "C", "H", "H", "H", "H", "H", "H", "H", "H", "H", "H", "H", "H", "H", "H", "H", "H", "H", "H"], "positions_angstrom": [[4.089, -2.331, -3.304], [4.820, -0.803, -3.279], [6.032, -0.912, -2.517], [4.885, -0.342, -4.637], [3.620, 0.133, -2.377], [2.598, 0.767, -3.059], [1.644, 1.466, -2.353], [1.698, 1.544, -0.952], [0.769, 2.312, -0.301], [0.498, 2.196, 1.114], [-0.025, 0.835, 1.514], [0.615, 0.079, 2.479], [0.136, -1.176, 2.821], [0.953, -2.100, 4.031], [-0.987, -1.688, 2.201], [-1.639, -0.939, 1.236], [-1.170, 0.320, 0.884], [-1.749, 1.128, -0.052], [-2.898, 0.673, -0.732], [-4.122, 0.536, 0.142], [-4.260, 1.314, 1.284], [-5.384, 1.202, 2.082], [-6.372, 0.306, 1.715], [-7.471, 0.191, 2.485], [-6.263, -0.476, 0.579], [-5.129, -0.357, -0.203], [2.743, 0.891, -0.286], [3.696, 0.193, -0.999], [3.953, -2.650, -4.250], [4.625, -2.998, -2.773], [2.576, 0.707, -4.135], [0.842, 1.968, -2.875], [-0.046, 2.532, -0.854], [-0.248, 2.957, 1.358], [1.408, 2.422, 1.675], [1.490, 0.469, 2.976], [-1.359, -2.665, 2.467], [-2.523, -1.348, 0.775], [-3.082, 1.442, -1.492], [-2.690, -0.272, -1.251], [-3.480, 2.010, 1.553], [-5.501, 1.796, 2.974], [-7.053, -1.164, 0.323], [-5.027, -0.964, -1.091], [2.811, 0.931, 0.788], [4.513, -0.305, -0.503]], "mulliken_charge": [-0.5234, 1.2486, -0.6679, -0.6734, 0.3117, -0.7492, -0.6574, 0.9896, -0.2415, -1.3541, 0.7508, -0.7356, 0.1115, -0.2384, -0.8460, -0.5079, 0.7870, -0.2253, -1.0209, 0.2668, -0.0365, -0.6298, 0.3660, -0.3250, -0.6009, -0.3853, -0.2141, -1.0866, 0.2634, 0.2679, 0.4392, 0.3637, 0.2594, 0.4329, 0.4848, 0.4162, 0.4340, 0.3411, 0.3841, 0.4426, 0.3938, 0.4442, 0.4240, 0.3954, 0.2660, 0.4345], "max_force_ev_per_a": 0.8, "energy_ha": -2066.41359, "homo_ha": -0.3035, "spin_multiplicity": 1, "lumo_ev": 0.44, "relative_energy_kj_mol": 45.4}

---

No. 3
{"formula": "C20H18ClFN4O3S", "method": "ωB97M-V with the def2-TZVPD basis set", "symbols": ["C", "C", "C", "C", "C", "C", "N", "C", "O", "C", "S", "C", "N", "N", "C", "C", "N", "C", "O", "C", "C", "F", "C", "C", "C", "C", "Cl", "O", "C", "C", "H", "H", "H", "H", "H", "H", "H", "H", "H", "H", "H", "H", "H", "H", "H", "H", "H", "H"], "positions_angstrom": [[-0.633, 4.473, 5.287], [0.328, 3.486, 5.954], [0.981, 2.612, 4.923], [0.396, 1.412, 4.534], [0.972, 0.628, 3.556], [2.153, 1.033, 2.937], [2.681, 0.187, 1.952], [3.739, 0.396, 1.143], [4.481, 1.353, 1.151], [3.955, -0.757, 0.154], [2.855, -0.643, -1.302], [1.432, -1.361, -0.658], [1.222, -1.794, 0.552], [-0.032, -2.293, 0.573], [-0.527, -2.142, -0.607], [-1.884, -2.520, -1.082], [-1.964, -2.517, -2.519], [-2.744, -1.620, -3.173], [-3.462, -0.828, -2.613], [-2.638, -1.718, -4.670], [-2.167, -0.635, -5.407], [-1.728, 0.449, -4.754], [-2.105, -0.654, -6.788], [-2.538, -1.784, -7.460], [-3.015, -2.879, -6.761], [-3.059, -2.841, -5.376], [-3.669, -4.208, -4.512], [0.361, -1.555, -1.454], [2.747, 2.231, 3.316], [2.158, 3.005, 4.299], [-1.407, 3.937, 4.743], [-0.096, 5.105, 4.583], [-1.107, 5.107, 6.032], [-0.226, 2.870, 6.665], [1.089, 4.043, 6.504], [-0.520, 1.088, 5.006], [0.508, -0.303, 3.261], [2.132, -0.657, 1.787], [4.961, -0.681, -0.256], [3.794, -1.731, 0.612], [-2.148, -3.496, -0.661], [-2.614, -1.779, -0.729], [-1.361, -3.135, -3.037], [-1.728, 0.208, -7.314], [-2.505, -1.812, -8.538], [-3.354, -3.761, -7.281], [3.660, 2.550, 2.842], [2.627, 3.934, 4.587]], "mulliken_charge": [-1.0464, -0.9849, 0.5642, -0.8008, -0.5717, 0.7813, 0.0112, 0.7496, -0.6406, -0.9274, -0.1210, 0.5023, -0.1302, -0.8959, 0.6436, -0.6402, -0.0856, 0.3644, -0.6008, -0.1790, 0.5353, -0.2806, -0.6855, -0.3368, -0.6165, 0.5713, -0.1938, -0.2487, -0.5389, -0.6509, 0.3219, 0.3240, 0.3453, 0.3516, 0.3504, 0.3665, 0.3893, 0.1590, 0.4087, 0.3830, 0.3271, 0.3166, 0.2766, 0.4553, 0.3799, 0.4323, 0.5061, 0.3593], "max_force_ev_per_a": 1.6, "energy_ha": -2175.95780, "homo_ha": -0.2991, "spin_multiplicity": 1, "lumo_ev": 0.29, "relative_energy_kj_mol": 11.1}

---

No. 4
{"formula": "C20H18N2O6", "method": "ωB97M-V with the def2-TZVPD basis set", "symbols": ["C", "C", "C", "C", "C", "N", "C", "C", "C", "O", "O", "C", "C", "O", "C", "C", "C", "C", "N", "O", "O", "C", "C", "C", "C", "O", "C", "C", "H", "H", "H", "H", "H", "H", "H", "H", "H", "H", "H", "H", "H", "H", "H", "H", "H", "H"], "positions_angstrom": [[-4.954, -0.837, 1.726], [-3.678, -0.928, 0.948], [-3.568, -0.314, -0.295], [-2.398, -0.380, -1.024], [-1.292, -1.058, -0.516], [-0.083, -1.078, -1.241], [0.817, -2.217, -1.239], [2.136, -1.627, -1.740], [2.978, -0.995, -0.641], [3.864, -0.213, -0.855], [2.631, -1.378, 0.593], [3.394, -0.780, 1.636], [3.401, 0.751, 1.560], [4.357, 1.388, 1.915], [2.147, 1.370, 1.054], [0.894, 0.906, 1.452], [-0.251, 1.517, 0.980], [-0.137, 2.567, 0.079], [-1.339, 3.171, -0.451], [-2.399, 2.691, -0.115], [-1.213, 4.132, -1.173], [1.103, 3.043, -0.324], [2.245, 2.451, 0.178], [1.663, -0.511, -2.673], [0.359, -0.062, -2.029], [-0.169, 1.016, -2.174], [-1.398, -1.689, 0.719], [-2.579, -1.622, 1.435], [-5.762, -1.329, 1.186], [-4.853, -1.305, 2.702], [-5.234, 0.206, 1.863], [-4.408, 0.231, -0.695], [-2.333, 0.110, -1.980], [0.912, -2.656, -0.248], [0.448, -2.985, -1.931], [2.761, -2.365, -2.248], [4.431, -1.127, 1.595], [2.934, -1.107, 2.571], [0.808, 0.085, 2.147], [-1.232, 1.185, 1.283], [1.151, 3.859, -1.028], [3.225, 2.793, -0.116], [2.371, 0.312, -2.749], [1.450, -0.885, -3.676], [-0.559, -2.221, 1.141], [-2.641, -2.114, 2.396]], "mulliken_charge": [-1.4994, 1.0747, -0.7689, -0.3730, 0.3491, 0.4839, -1.1454, 0.2982, 0.1634, -0.5877, -0.2395, -0.7896, 0.3878, -0.5791, 0.7331, -0.1728, -0.3720, -0.4214, 1.1888, -0.6199, -0.6672, -0.4790, -0.7206, -0.9589, 0.2611, -0.5938, 0.1742, -1.3160, 0.3365, 0.3542, 0.3302, 0.4039, 0.4140, 0.4480, 0.3317, 0.5187, 0.3339, 0.4096, 0.3895, 0.5975, 0.4903, 0.4414, 0.3934, 0.3981, 0.3123, 0.2867], "max_force_ev_per_a": 1.4, "energy_ha": -1333.84403, "homo_ha": -0.3161, "spin_multiplicity": 1, "lumo_ev": -0.54, "relative_energy_kj_mol": 368.1}

---

no.,gap between HOMO and LUMO (eV)
1,5.191
2,8.693
3,8.425
4,8.060